(1)
C5H10AgF6N3O13S2 | wB97M-V/def2-TZVPD

Calculated values
Maximum force, eV/Å: 7.02
2S+1: 2
Charge: -1
HOMO level (spin up / spin down), Eh: -0.148 / -0.150
Kohn-Sham gap (spin up / spin down), eV: 2.75 / 1.69
Calculated total energy, Eh: -2881.284862

CARTESIAN COORDINATES (ANGSTROEM)
Ag -1.248 -0.895 -0.499
C 4.018 2.049 -1.798
F 4.713 1.054 -1.239
F 3.202 2.525 -0.844
F 4.873 3.026 -2.212
S 2.923 1.451 -3.296
O 3.457 2.014 -4.508
O 3.166 -0.039 -3.407
N 1.232 1.792 -2.931
S 0.985 3.204 -3.382
O -0.256 3.622 -2.700
O 2.076 4.237 -3.232
C 0.655 2.939 -5.252
F 1.667 3.332 -5.931
F 0.168 1.650 -5.520
F -0.397 3.757 -5.523
O -5.379 -5.106 2.959
C -4.348 -5.011 2.109
O -3.988 -3.857 1.820
O -3.634 -5.948 1.785
H -5.521 -6.047 2.833
O 3.398 -1.729 4.280
C 2.529 -2.623 3.835
O 2.545 -3.841 4.309
O 1.837 -2.459 2.815
H 3.839 -2.393 4.814
O -0.236 -3.909 -3.135
H -0.007 -3.951 -4.063
H 0.230 -4.646 -2.739
O -4.108 -0.230 -3.243
H -4.226 -0.477 -4.160
H -4.328 0.701 -3.215
C -1.155 1.963 4.620
O -1.051 1.942 3.384
N -0.206 2.267 5.455
N -2.270 1.764 5.266
H 0.761 2.254 5.164
H -0.542 2.164 6.402
H -2.257 1.616 6.265
H -3.114 1.837 4.716

(2)
C5H10BN | wB97M-V/def2-TZVPD

Calculated values
Maximum force, eV/Å: 5.54
Structure (SMILES): CB1CC=CN1C
HOMO level, Eh: -0.322
Kohn-Sham gap, eV: 9.58
Calculated total energy, Eh: -276.075308

CARTESIAN COORDINATES (ANGSTROEM)
B -0.496 0.293 -0.246
C -0.776 -2.105 -0.304
C 0.256 -1.906 0.536
C -1.380 -0.916 -0.943
C -0.379 1.815 -0.816
C 1.633 0.168 1.300
N 0.416 -0.240 0.634
H -1.341 -3.015 -0.604
H 1.073 -2.319 1.099
H -2.530 -0.799 -0.669
H -1.384 -0.977 -2.056
H 0.202 2.622 -0.280
H -1.432 2.099 -1.068
H 0.223 1.595 -1.564
H 1.642 -0.243 2.315
H 2.574 -0.280 0.822
H 1.844 1.267 1.278

(3)
C5H10BN | wB97M-V/def2-TZVPD

Calculated values
Maximum force, eV/Å: 2.61
Structure (SMILES): CB1C=CCN1C
HOMO level, Eh: -0.329
Kohn-Sham gap, eV: 9.75
Calculated total energy, Eh: -276.120227

CARTESIAN COORDINATES (ANGSTROEM)
B 0.406 0.831 0.256
C -0.228 1.163 1.687
C -1.147 0.217 1.921
C -1.183 -0.846 0.921
C 1.544 1.344 -0.626
C -0.148 -1.313 -1.155
N -0.151 -0.424 -0.059
H -0.276 2.140 2.115
H -1.791 0.279 2.810
H -1.003 -1.941 1.115
H -2.128 -0.676 0.414
H 1.570 0.753 -1.547
H 2.534 1.143 -0.246
H 1.590 2.379 -0.874
H -1.110 -1.742 -1.406
H 0.291 -0.833 -2.035
H 0.482 -2.105 -0.877

(4)
C5H10BNO2 | wB97M-V/def2-TZVPD

Calculated values
Maximum force, eV/Å: 3.97
HOMO level, Eh: -0.298
Kohn-Sham gap, eV: 7.66
Calculated total energy, Eh: -426.521202

CARTESIAN COORDINATES (ANGSTROEM)
B 1.943 -2.168 -0.537
C 1.276 -0.725 -1.070
C -0.790 0.458 -1.030
C 0.411 -0.224 1.089
C -1.278 1.738 -0.295
C -0.781 0.596 1.656
N 0.348 -0.181 -0.403
O 1.704 -2.697 0.602
O -0.740 1.834 0.972
H 1.212 -0.509 -2.123
H 2.747 -2.531 -1.437
H -1.701 -0.275 -1.130
H -0.497 0.740 -1.983
H 1.357 0.186 1.228
H 0.313 -1.202 1.412
H -0.994 2.593 -0.842
H -2.330 1.579 -0.162
H -1.718 -0.026 1.441
H -0.481 0.814 2.612

(5)
C5H10Br | wB97M-V/def2-TZVPD

Calculated values
Maximum force, eV/Å: 1.03
2S+1: 2
HOMO level (spin up / spin down), Eh: -0.337 / -0.332
Kohn-Sham gap (spin up / spin down), eV: 10.14 / 5.81
Calculated total energy, Eh: -2770.456952

CARTESIAN COORDINATES (ANGSTROEM)
Br 0.121 0.123 0.789
C -1.746 -2.857 0.754
C -2.389 -1.832 1.620
C -3.314 -0.930 1.291
C -3.881 0.044 2.303
C -3.830 -0.926 -0.115
H -1.083 -3.368 1.437
H -2.459 -3.583 0.360
H -1.158 -2.421 -0.050
H -2.005 -1.833 2.636
H -4.669 0.621 1.807
H -4.358 -0.471 3.157
H -3.161 0.780 2.696
H -4.635 -0.184 -0.204
H -3.017 -0.693 -0.824
H -4.225 -1.939 -0.335

(6)
C5H10Cl | wB97M-V/def2-TZVPD

Calculated values
Maximum force, eV/Å: 1.98
2S+1: 2
HOMO level (spin up / spin down), Eh: -0.368 / -0.380
Kohn-Sham gap (spin up / spin down), eV: 11.02 / 7.46
Calculated total energy, Eh: -656.605502

CARTESIAN COORDINATES (ANGSTROEM)
Cl -2.310 -0.912 -0.416
H -0.744 -1.477 0.020
C 0.370 -1.114 0.359
C -0.041 0.040 1.307
C -0.195 1.236 0.411
C 0.060 0.784 -1.005
C 0.875 -0.497 -0.922
H 0.913 -1.890 0.831
H -1.017 -0.200 1.778
H 0.743 0.188 2.054
H -1.228 1.449 0.377
H 0.328 2.121 0.771
H -0.916 0.371 -1.317
H 0.570 1.498 -1.615
H 1.960 -0.453 -0.860
H 0.632 -1.145 -1.775

Summary of relative energy (zero: lowest compared OMol25 entry of this formula, charge and spin) in kcal per mole
184.70; 45.56; 17.37; 84.47; 0.00; 13.27
(order as listed above)